Computed, not measured: the ion C16H34N3S with charge +1, with ωB97M-V with the def2-TZVPD basis set.

```
54
Properties=species:S:1:pos:R:3
S -2.7779 -2.1335 -0.9098
N -2.9760 -1.0146 0.4320
N -3.6271 0.9183 -0.7580
N -5.1901 -0.4601 0.3598
C -2.2540 1.3504 -1.1027
C 2.2727 -1.0640 -1.8218
C -1.4825 1.8924 0.1063
C -3.6198 -1.6404 1.6485
C 2.3569 -3.3372 -0.5542
C 2.0224 3.6000 0.0877
C -0.4952 2.9923 -0.3143
C 1.5005 -2.2378 -1.2188
C 2.5551 1.4118 -1.2620
C -3.9385 -0.1190 -0.0396
C 2.7686 -0.0295 -0.8043
C 2.9756 2.4315 -0.1913
C 2.5486 -2.2996 1.8038
C -4.9845 -0.9455 1.7540
C 2.1523 -3.5075 0.9509
C 0.6504 3.2451 0.6907
H -2.2048 2.3090 0.8133
H -0.1171 2.8075 -1.3183
H 3.4153 -1.7864 1.3875
H -4.3867 1.4722 -1.1241
H 1.8876 4.2123 -0.8096
H 3.1101 -1.4664 -2.3965
H 2.1169 -4.2922 -1.0255
H 3.1374 1.5789 -2.1716
H 0.7603 2.4034 1.3820
H -5.8734 0.2859 0.2958
H 1.5086 1.5264 -1.5381
H -4.8987 -0.0756 2.4075
H -0.9661 1.0772 0.6157
H 3.1850 1.9103 0.7477
H -1.0713 3.9197 -0.3835
H 1.1089 -3.7763 1.1513
H 0.9300 -2.6945 -2.0331
H 2.8056 -2.6138 2.8155
H 3.4147 -3.1456 -0.7532
H -5.7815 -1.5896 2.1085
H -2.3900 2.1361 -1.8438
H -1.4370 -2.1274 -0.8894
H 2.5312 4.2480 0.8053
H 3.8287 -0.1817 -0.5886
H 1.7352 -1.5769 1.9028
H 3.9293 2.8697 -0.4954
H 2.2278 -0.1690 0.1372
H 2.7466 -4.3646 1.2749
H -3.7022 -2.7042 1.4438
H 1.6227 -0.5574 -2.5429
H 0.7770 -1.8360 -0.4957
H -1.7401 0.5132 -1.5768
H 0.3480 4.0931 1.3091
H -3.0157 -1.4583 2.5319
```

- Structure (SMILES): CCCCCCCCCCCCCNC1=[N+](S)CCN1
- Total charge: +1
- Relative energy (zero: lowest compared OMol25 entry of this formula, charge and spin): 55.49 kcal/mol
- Lowest unoccupied orbital energy: -0.1208 hartree
- 2S+1: 1
- Gap between HOMO and LUMO: 9.497 eV
- F_max: 0.0221 Eh/bohr


Computed, not measured: the ion C16H34N3S with charge +1, with ωB97M-V with the def2-TZVPD basis set.

```
54
Properties=species:S:1:pos:R:3
S -2.7944 -1.2163 0.0803
N -0.2096 -0.9679 0.6346
N -2.3611 -1.0143 3.0062
N -0.9421 -0.2416 -1.4444
C -0.3119 -1.7874 1.8222
C 3.6784 1.0345 -2.1023
C -4.4476 -2.2491 3.4199
C -4.4552 0.2346 3.3079
C -2.9456 -2.1994 3.6679
C 2.3426 -0.8314 -3.3445
C 0.3603 0.0857 -1.9947
C 4.0355 3.4340 -2.8167
C -1.2031 -0.8002 -0.2637
C -0.8838 -1.0269 3.0286
C 4.1315 4.3988 -3.9916
C -5.1083 -0.9827 3.9528
C -2.9514 0.2238 3.5533
C 3.7850 2.0004 -3.2803
C 3.5728 -0.4348 -2.5205
C 1.0818 -1.1524 -2.5379
H 2.5979 -1.7343 -3.9019
H -4.9965 -0.9335 5.0374
H 4.9632 3.4704 -2.2417
H -1.7320 -0.1818 -2.0720
H -4.6451 0.2264 2.2330
H 4.3134 5.4112 -3.6403
H -4.6360 -2.3418 2.3489
H -2.4870 1.0786 3.0581
H -2.7357 0.2748 4.6242
H 0.7182 -0.6928 0.3508
H 0.6897 -2.1398 2.0701
H 0.1965 0.7957 -2.8064
H -2.4676 -3.0957 3.2703
H -4.8588 -3.1302 3.9109
H 2.8661 1.9796 -3.8698
H 2.8344 1.3295 -1.4758
H 0.9554 0.5899 -1.2301
H 4.4580 -0.6632 -3.1170
H 1.3376 -1.8288 -1.7183
H 0.3830 -1.6819 -3.1902
H 2.1176 -0.0565 -4.0765
H 4.5788 1.1381 -1.4916
H -4.8734 1.1537 3.7164
H 4.9468 4.1140 -4.6523
H 3.2083 4.3965 -4.5673
H -6.1731 -0.9954 3.7277
H -2.6426 -1.0769 1.9360
H -0.5421 -1.4870 3.9581
H -2.7391 -2.1366 4.7403
H -0.5185 0.0018 3.0013
H 3.6199 -1.0652 -1.6280
H 4.6031 1.6848 -3.9303
H -0.9383 -2.6590 1.6034
H 3.2241 3.7482 -2.1545
```

- Structure (SMILES): CCCCCCCCNC(=S)NCC[NH+]1CCCCC1
- Total charge: +1
- Relative energy (zero: lowest compared OMol25 entry of this formula, charge and spin): 3.68 kcal/mol
- Lowest unoccupied orbital energy: -0.0808 hartree
- 2S+1: 1
- Gap between HOMO and LUMO: 9.859 eV
- F_max: 0.0167 Eh/bohr


Computed, not measured: a cluster of 3 separate species, C16H34N5O2 in total, with ωB97M-V with the def2-TZVPD basis set.

```
57
Properties=species:S:1:pos:R:3
O 4.8975 0.7756 -0.6014
O -5.1342 1.9939 -1.2870
N -2.3617 1.3189 1.0128
N -0.0778 -2.7851 -0.4582
N 0.7291 -4.2164 1.3442
N -1.0299 -0.7647 1.8709
N -1.6778 -3.6670 1.1589
C -6.0874 1.9085 -2.3553
C -2.2058 -0.5650 2.8061
C -4.6688 0.6713 -0.9846
C 7.2452 0.4723 -0.6248
C -3.0478 0.7657 2.2713
C 6.9517 1.9162 -0.3089
C -0.1534 0.6718 -0.4029
C 0.0113 -1.8511 2.0327
C 0.8246 1.9069 0.1587
C 5.9192 -0.1928 -0.3271
C -5.9930 0.5066 -2.9169
C -1.1929 0.3555 0.8666
C 5.5184 2.0570 -0.7733
C -0.2658 -3.1015 1.0090
C -5.5864 -0.2919 -1.7053
C 1.9012 1.2166 1.1864
H 1.0888 -3.9488 2.3057
H 0.1046 2.5770 0.8264
H 5.7524 -1.0870 -0.9340
H 1.2974 2.4825 -0.7445
H 2.4775 0.3034 0.7308
H -7.0796 2.1020 -1.9340
H 5.8426 -0.4687 0.7303
H -5.1025 -1.2416 -1.9470
H -5.2017 0.4601 -3.6743
H -0.1193 -2.2908 3.1346
H 5.4685 2.3126 -1.8371
H 8.0715 0.0546 -0.0441
H -2.6329 2.1482 0.4276
H -4.6675 0.5194 0.0982
H 2.6770 2.0531 1.5240
H 7.0112 2.0784 0.7738
H 1.4093 0.8349 2.2041
H 0.8765 -2.4279 -0.6825
H -2.4823 -1.2057 3.7480
H 7.4857 0.3668 -1.6894
H 1.1324 -1.4449 2.0075
H 0.5695 -0.2246 -0.6301
H 7.6297 2.6201 -0.7980
H -0.8392 -2.1818 -0.8392
H 4.9665 2.8126 -0.2067
H 1.5015 -4.0821 0.6503
H -6.9253 0.1668 -3.3750
H -6.4671 -0.5027 -1.0870
H -2.3769 -2.9105 0.9417
H -5.8707 2.6756 -3.1043
H -0.7166 0.9619 -1.3915
H -3.9981 1.1805 2.8187
H -1.7587 -4.3825 0.3760
H -3.6397 0.5877 -1.3507
```

- Total charge: +1
- Lowest unoccupied orbital energy: -0.1350 hartree
- 2S+1: 1
- Gap between HOMO and LUMO: 7.982 eV
- F_max: 0.1683 Eh/bohr


Computed, not measured: a cluster of 5 separate species, C16H34NO9S3 in total, with ωB97M-V with the def2-TZVPD basis set.

```
63
Properties=species:S:1:pos:R:3
S -2.2510 0.8158 -2.8215
S -1.8140 -0.8172 1.5085
S 2.7200 2.8338 -2.9285
O -1.2060 0.4868 -1.9795
O -0.9560 -1.5722 0.5915
O 3.2070 -2.4072 2.6665
O -2.0420 1.0158 -4.2295
O -2.4550 0.4068 1.1915
O 3.8250 -4.3632 1.8095
O 2.8010 -2.7582 0.5895
O 2.7350 1.7188 -2.0585
O 3.5820 2.6958 -4.0475
N 1.3710 -0.8012 -1.0265
C -4.5340 2.0118 -2.5655
C 3.3260 -3.0992 1.5625
C 3.7310 -3.0892 3.8795
C 1.1310 3.3528 -3.3495
C 0.9900 4.6658 -2.7175
C -1.2020 -2.1342 3.6275
C -4.8400 0.5448 -2.9805
C -1.0260 -0.6922 3.0525
C 3.2350 4.1898 -1.8875
C -3.1690 2.0838 -1.9135
C 2.5940 -3.3642 4.8135
C -3.1440 -1.9162 2.0915
C -2.3630 -2.9072 2.9865
C 4.4310 -4.3112 3.1075
C -3.6140 -0.3872 -2.7215
C 2.3710 5.3958 -2.4565
H -3.6550 -2.4242 1.4435
H 2.1220 -0.9052 -0.5315
H 0.7100 2.5398 -2.8585
H 0.8600 -1.6592 -1.0545
H 3.0260 3.9848 -0.8515
H 2.4050 5.9728 -1.6725
H 1.1040 3.2528 -4.4745
H -3.7200 -0.6692 -1.6725
H 1.9190 -4.2592 4.4105
H 0.9110 -0.1062 -0.8045
H -2.6150 3.0158 -2.2435
H -1.5310 -0.0612 3.7375
H -2.9120 -3.5822 3.7485
H 1.9820 -2.5832 4.9375
H 0.2990 5.3348 -3.4975
H 2.6550 5.9148 -3.3475
H -3.5060 -1.3142 -3.3815
H 0.5280 4.4918 -1.7495
H -3.9120 -1.2262 2.5965
H -1.2800 -2.0352 4.7695
H -0.0370 -2.5212 3.4825
H 4.3510 4.4108 -2.0915
H -1.9680 -3.6252 2.3695
H -3.1210 2.0458 -0.9515
H -5.6110 0.0628 -2.3375
H -5.4970 2.4978 -2.0755
H 2.6870 -3.6812 5.7625
H 4.2130 -5.4232 3.5345
H -4.3560 2.3938 -3.5085
H 5.3770 -4.1222 3.0875
H -4.9350 0.3418 -4.1975
H 1.5980 -0.8132 -1.8585
H -0.0100 -0.3142 3.0505
H 4.4840 -2.5332 4.4365
```

- Total charge: +1
- Relative energy (zero: lowest compared OMol25 entry of this formula, charge and spin): 50.24 kcal/mol
- Lowest unoccupied orbital energy: -0.0748 hartree
- 2S+1: 1
- Gap between HOMO and LUMO: 10.441 eV
- F_max: 0.2263 Eh/bohr


Computed, not measured: a structure of composition C16H34P2Sn, with ωB97M-V with the def2-TZVPD basis set.

```
53
Properties=species:S:1:pos:R:3
Sn 3.3006 -3.9522 1.7262
P -2.4997 0.3664 -0.5378
P 0.1311 2.0040 -1.7018
C 1.1727 2.3991 -3.1330
C -0.1118 -0.2430 2.2202
C -0.8834 -1.6580 0.2326
C 0.2785 3.4722 -0.6280
C 2.0803 0.1253 -0.4832
C 1.7969 0.7055 0.7020
C 4.6231 -2.3216 2.3207
C -2.7157 1.9820 -1.4432
C 1.5403 -1.2419 -0.8102
C -0.0130 -1.2015 -0.8960
C -3.8860 0.4830 0.6278
C -1.5666 2.3086 -2.4112
C -0.9329 -1.2883 1.5407
C -3.1260 -0.7610 -1.8260
C 1.9834 -4.2486 3.4604
C 0.4089 0.8387 1.2391
H -2.8503 2.7672 -0.6758
H 2.8785 0.5214 -1.1255
H 0.9209 1.7195 -3.9575
H -2.4828 -0.7497 -2.7137
H -3.8564 -0.3763 1.3047
H 0.3190 1.8251 1.7248
H -4.8283 0.4929 0.0669
H -0.3215 -1.7416 -1.8107
H -0.7855 0.2604 2.9415
H 1.2717 3.4911 -0.1693
H -0.4807 3.4669 0.1621
H -4.1326 -0.4216 -2.0922
H 2.1432 -3.4557 4.2033
H 1.9017 -1.9899 -0.0793
H 0.7349 -0.6366 2.8254
H 1.8974 -1.5407 -1.8092
H 0.1449 4.3546 -1.2622
H -3.6602 1.8679 -1.9989
H 4.2312 -1.4283 1.8218
H 5.6242 -2.5767 1.9523
H 0.9996 3.4384 -3.4389
H -3.1718 -1.7808 -1.4329
H -3.7859 1.4046 1.2141
H 2.2360 -5.2352 3.8763
H 2.5664 1.2975 1.2082
H -1.5544 -1.8927 2.2214
H -1.6293 1.7179 -3.3441
H -0.2495 -0.1331 -1.1290
H -1.5730 -2.4600 -0.0471
H 0.9459 -4.2399 3.0934
H 2.2229 2.2554 -2.8565
H 4.6165 -2.2234 3.4114
H -1.5782 3.3783 -2.6729
H -0.2953 0.8545 0.3890
```

- Total charge: +2
- Relative energy (zero: lowest compared OMol25 entry of this formula, charge and spin): 51.40 kcal/mol
- Lowest unoccupied orbital energy (alpha / beta): -0.3569 / -0.3584 hartree
- 2S+1: 1
- Gap between HOMO and LUMO (alpha / beta): 2.740 / 2.286 eV
- F_max: 0.0430 Eh/bohr


Computed, not measured: a structure of composition C16H35AuN2O4S2Si, with ωB97M-V with the def2-TZVPD basis set.

```
61
Properties=species:S:1:pos:R:3
Au -0.1693 -0.4923 -0.6734
S 2.0322 0.1307 -0.7536
S -0.7980 -2.4363 0.9233
Si -0.9458 1.7795 -0.9960
O 0.1226 -2.7040 -0.2639
O -1.7659 -1.4611 0.2250
O -1.4224 -3.6103 1.4426
O -0.0310 -1.6557 1.9109
N 2.5803 -0.2681 1.8125
N 2.5553 -2.1763 0.5240
C -1.4438 2.2704 0.8043
C -1.8146 3.7613 0.8801
C -3.1458 0.0733 -1.8400
C 2.6256 -1.0156 3.0704
C 0.2886 3.0430 -1.7918
C 1.0612 2.4774 -2.9949
C -0.5150 4.2551 -2.3059
C -3.4756 2.5199 -2.1052
C 2.3942 -0.8807 0.6556
C -2.4292 1.3917 -2.1879
C 1.3267 3.5992 -0.7990
C -2.6522 1.4798 1.3247
C -0.2839 1.9886 1.7770
C -1.9819 1.2500 -3.6493
C 3.3517 -2.3272 2.8254
C 2.6889 -3.0688 1.6782
H -3.0773 3.4953 -2.3819
H 1.6934 3.2720 -3.4049
H -2.5127 -0.7992 -1.9992
H -4.2892 2.2888 -2.8012
H -3.9996 -0.0370 -2.5170
H 0.1918 5.0081 -2.6692
H -2.8361 1.7841 2.3611
H 1.5986 -1.1976 3.3933
H 1.9803 4.2909 -1.3407
H 0.6451 2.4878 1.4855
H 3.1432 -0.4057 3.8086
H -2.1558 3.9822 1.8969
H 3.3178 -2.9402 3.7247
H 3.2843 -3.9248 1.3651
H -1.1728 4.0025 -3.1390
H 4.4004 -2.1309 2.5923
H 2.0894 -2.5751 -0.2840
H 0.8689 4.1610 0.0144
H -3.5129 0.0195 -0.8210
H 1.6899 -3.4111 1.9545
H -3.9158 2.6021 -1.1129
H -2.4838 0.4089 1.3210
H -1.6045 2.1793 -4.0797
H -0.9738 4.4212 0.6710
H 2.3233 0.7061 1.8308
H -3.5618 1.6922 0.7650
H 1.9548 2.8224 -0.3706
H 1.7223 1.6562 -2.7315
H -0.5641 2.3603 2.7684
H -2.8482 0.9468 -4.2460
H -2.6286 4.0237 0.2024
H -0.1063 0.9144 1.8732
H -1.1159 4.7226 -1.5271
H -1.2193 0.4758 -3.7697
H 0.4091 2.1341 -3.7968
```

- Relative energy (zero: lowest compared OMol25 entry of this formula, charge and spin): 0.00 kcal/mol
- Lowest unoccupied orbital energy: -0.0344 hartree
- 2S+1: 1
- Gap between HOMO and LUMO: 8.170 eV
- F_max: 0.0234 Eh/bohr